Here is C22H23BBr2Cl2FNO5S2Sr as an isolated structure from OMol25. Energies are from ωB97M-V/def2-TZVPD.

Positions of all 60 atoms, in Å:
H: 2.731 -3.528 -0.295
H: -0.556 -5.883 0.021
O: 3.518 5.324 0.407
C: 6.139 -0.912 0.012
H: -1.084 6.269 1.353
H: -1.340 4.417 1.587
C: -2.512 -2.738 -1.205
H: -3.859 -1.185 0.332
S: 3.761 3.901 1.018
H: 1.125 -2.765 2.935
C: -1.788 5.369 1.029
C: 4.724 -0.228 -0.496
S: -1.629 0.150 -1.663
H: -2.104 3.453 -2.134
C: 2.449 1.190 0.120
C: 0.905 3.567 -0.002
H: 4.128 -4.502 1.587
C: -1.270 -1.628 -1.177
F: 5.300 3.378 0.440
C: -0.168 1.104 -0.883
O: 3.510 -4.358 2.380
H: 2.134 -5.338 -0.238
C: -1.840 3.503 -0.995
O: -7.177 -1.633 -0.826
H: -4.032 -1.880 -2.779
H: -7.533 -0.733 -0.566
C: 0.248 -2.051 -0.739
Sr: 2.467 7.187 0.697
C: -4.058 -2.336 -1.698
N: 1.477 -1.184 -0.707
H: 1.994 -1.479 0.176
Br: -3.322 6.168 -1.398
C: 1.929 -4.267 0.191
H: 6.960 -0.142 0.333
H: -0.781 5.639 -1.012
C: -0.396 2.739 -0.634
H: 6.502 -1.675 -0.824
Cl: 4.491 0.664 2.289
O: 1.077 -3.774 2.803
H: 5.841 -1.602 0.939
C: 3.920 0.509 0.530
H: -6.303 -1.538 1.150
C: -0.789 -4.757 -0.297
C: -4.660 -1.345 -0.539
C: -6.058 -1.969 0.069
C: -1.762 5.132 -0.626
H: -6.045 -3.146 0.171
B: 2.141 -4.137 1.828
C: 0.454 -3.649 -0.289
H: -4.709 -3.332 -1.733
H: -2.880 5.569 1.409
H: -3.129 -5.141 -0.759
O: 3.711 4.029 2.589
C: -2.292 -4.309 -0.774
H: -4.885 -0.312 -1.050
C: 1.194 0.281 -0.511
C: 2.336 2.821 0.357
Br: -3.356 2.796 0.173
Cl: 4.279 -0.443 -2.282
H: 0.870 4.739 0.209

Computed properties:
* energy above the lowest of the compared OMol25 structures with the same formula, charge and spin: 23.322 eV
* gap between HOMO and LUMO: 3.4 eV
* HOMO level: -11.9 eV
* net charge: +2



Here is C22H23BCl2F4N4O2RhS as an isolated structure from OMol25. Energies are from ωB97M-V/def2-TZVPD.

Positions of all 60 atoms, in Å:
N: -0.092 -1.456 -2.441
C: -0.021 1.989 1.948
H: 5.653 0.823 0.658
F: 1.423 -1.434 0.235
C: -2.979 2.790 -0.268
C: -1.936 -1.381 0.649
H: -1.980 -2.853 -6.462
H: 3.702 1.620 4.012
C: 4.873 1.206 0.011
F: 2.229 -3.560 -0.120
C: -2.482 1.416 2.761
H: -0.552 -0.172 4.431
S: -1.781 0.413 -2.561
H: 1.129 4.203 -1.775
H: 0.619 4.016 -3.456
H: 4.965 2.132 2.884
H: 6.137 1.246 -1.727
O: -1.866 2.869 -0.567
H: -0.537 -3.901 -6.447
C: -0.869 -2.773 -4.645
Rh: -0.208 -0.270 -0.795
H: 1.392 -2.853 -2.128
C: 3.615 1.406 0.545
H: -2.449 -2.297 0.366
N: -0.581 0.658 0.852
H: 3.854 0.022 2.098
F: 3.409 -2.097 1.213
H: 0.789 1.815 -2.353
H: 4.295 1.856 -3.273
H: 1.449 3.448 1.772
F: 3.287 -1.762 -1.063
H: 3.408 2.958 2.897
H: 1.950 1.922 -3.644
C: 1.704 2.314 -2.652
H: 2.303 0.793 2.131
C: 3.889 1.981 2.999
C: -0.281 -0.094 3.381
N: -1.535 -1.672 -4.303
C: -1.120 -1.035 -3.210
O: -4.102 2.722 0.023
H: -1.977 -4.361 -5.540
Cl: -1.162 0.662 2.174
H: 2.316 4.362 -3.078
C: 2.832 1.974 -1.733
C: 0.956 2.593 1.305
C: 5.141 1.422 -1.339
C: -1.365 -3.512 -5.854
N: 1.363 2.275 0.023
H: 0.757 -4.134 -4.213
C: 4.108 1.778 -2.208
C: 2.584 1.897 -0.324
C: -2.170 -0.879 1.843
H: -3.421 0.902 2.833
Cl: -2.438 2.950 3.465
H: -2.828 -1.251 2.619
C: 3.362 0.983 1.966
C: 0.578 -2.552 -2.775
C: 0.219 -3.247 -3.913
C: 1.427 3.818 -2.749
B: 2.624 -2.235 0.074

Computed properties:
* spin multiplicity: 5
* ⟨S²⟩: 6.08
* gap between HOMO and LUMO (alpha / beta): 6.5 / 6.1 eV
* HOMO level (alpha / beta): -4.0 / -5.0 eV
* net charge: -1



Here is C22H23BLiN2O4 as an isolated structure from OMol25. Energies are from ωB97M-V/def2-TZVPD.

Positions of all 53 atoms, in Å:
O: -0.444 -3.280 2.183
C: 0.187 8.324 -0.386
H: 1.336 7.293 -2.696
H: 2.106 -1.300 0.377
Li: -0.299 0.148 0.245
O: -0.543 -1.697 0.580
C: -0.117 5.849 0.008
H: 0.765 2.130 2.666
C: 0.750 9.316 -1.403
C: 2.828 -2.620 -3.274
H: 0.251 9.234 -2.370
C: 0.967 6.521 -2.035
O: 0.689 2.863 -1.724
H: 0.048 -2.363 4.428
H: 0.706 -0.527 6.040
N: 2.518 -0.590 -0.212
B: 0.064 2.264 -0.564
C: 0.358 6.870 -0.834
H: 0.540 7.882 1.724
H: -1.857 8.497 -1.115
H: 1.603 4.931 -3.371
C: 0.657 4.213 -1.588
H: 2.434 1.081 -2.274
C: 0.223 -1.343 4.116
N: 0.276 0.177 2.280
C: -0.347 -2.130 1.750
H: 2.083 0.307 -0.033
H: 2.943 -1.911 -5.304
C: 0.072 -1.048 2.766
H: -0.608 6.068 0.948
C: 0.586 -0.328 4.981
H: 2.667 -3.052 -1.180
O: -0.324 3.407 0.257
H: -1.428 9.672 0.142
H: 0.606 10.336 -1.038
C: 0.044 4.542 -0.388
C: 0.624 1.153 3.116
C: 2.581 -0.940 -1.558
H: 0.814 9.569 1.286
C: 2.843 -1.642 -4.261
H: 1.073 1.772 5.117
C: 2.576 0.043 -2.550
C: 0.926 8.537 0.942
H: 1.991 8.327 0.830
C: 2.697 -2.279 -1.939
H: 1.820 9.167 -1.559
H: 2.693 0.466 -4.636
C: 1.128 5.187 -2.433
C: 2.708 -0.312 -3.882
C: -1.300 8.637 -0.186
C: 0.790 0.949 4.475
H: 2.911 -3.666 -3.544
H: -1.747 7.988 0.568

Computed properties:
* energy above the lowest of the compared OMol25 structures with the same formula, charge and spin: 0.136 eV
* gap between HOMO and LUMO: 6.9 eV
* HOMO level: -4.4 eV
* net charge: -1



Here is C22H23CaClN2O4 as an isolated structure from OMol25. Energies are from ωB97M-V/def2-TZVPD.

Positions of all 53 atoms, in Å:
H: 1.486 -2.097 7.275
C: -0.960 -1.484 2.034
H: -1.665 -1.607 2.868
H: -0.765 0.215 3.894
C: -1.205 -2.287 0.886
H: 5.597 -4.232 -1.381
C: 4.873 -2.269 -1.066
H: 3.782 -2.479 6.434
C: 3.060 -1.947 5.828
C: 4.206 0.259 -1.089
C: 3.874 -1.202 -1.373
H: 2.689 1.247 -2.297
C: 1.771 -1.733 6.294
C: 3.413 -1.481 4.563
H: -0.166 -0.910 5.875
H: 4.411 -1.658 4.182
H: 5.534 1.617 -0.074
C: 0.843 -1.064 5.509
H: 3.686 -0.744 0.735
H: 0.546 1.094 3.087
H: 2.348 -0.805 -2.941
H: -2.601 -4.570 -1.024
H: 4.312 1.273 -3.007
H: 2.757 -0.459 2.793
C: -2.179 -3.288 0.737
O: -1.627 0.896 -0.308
C: 3.046 -1.554 -2.571
C: 3.750 1.329 -2.066
H: -0.556 -3.155 -2.119
C: 1.192 -0.587 4.247
N: -0.477 -2.158 -0.269
H: 6.342 0.622 -1.307
N: 0.015 -0.650 2.122
C: 2.490 -0.806 3.786
C: 4.003 -3.792 -2.767
H: 5.553 -2.100 -0.235
H: -2.890 -3.613 1.485
H: 2.430 -2.986 -4.001
H: 4.010 -4.765 -3.246
H: 3.915 2.325 -1.635
C: -2.028 -3.783 -0.557
O: 0.237 2.091 0.458
C: 3.105 -2.781 -3.169
C: 5.570 0.617 -0.526
H: 5.881 -0.080 0.252
C: 0.184 0.098 3.354
C: 4.882 -3.476 -1.704
O: -1.349 3.150 -0.919
C: -0.974 -3.054 -1.127
Cl: -0.676 1.911 -0.641
C: 3.190 -0.445 -0.206
O: 0.076 1.492 -1.795
Ca: 0.850 -0.301 -0.121

Computed properties:
* energy above the lowest of the compared OMol25 structures with the same formula, charge and spin: 1.294 eV
* gap between HOMO and LUMO: 2.8 eV
* HOMO level: 1.7 eV
* net charge: -2



| no. | DFT total energy (Eh) | largest force on an atom (eV/Å) |
| --- | --- | --- |
| 1 | -8301.9519 | 7.01 |
| 2 | -3074.6665 | 5.62 |
| 3 | -1295.2154 | 0.30 |
| 4 | -2400.1334 | 2.91 |